# 1
This record from OMol25 describes 2 unconnected molecules or ions with the total composition C3H9NSi. The level of theory is wB97M-V/def2-TZVPD.

Each line ends with the natural charge from an NBO analysis.
Element x y z (Å)
C (0.046, 1.057, -2.203)  -0.639
C (0.916, 0.077, -1.391)  -0.825
C (-1.643, -1.036, 1.751)  -0.028
N (-0.951, -0.525, 2.697)  -0.588
Si (1.713, 0.309, 0.153)  0.923
H (-1.048, 0.744, -2.158)  0.212
H (0.494, 1.119, -3.195)  0.216
H (1.463, -0.739, -1.977)  0.224
H (-2.084, -2.015, 1.645)  0.143
H (-1.860, -0.478, 0.903)  0.150
H (0.121, 1.978, -1.693)  0.209
H (-0.943, -1.131, 3.455)  0.326
H (2.545, -0.646, 0.838)  -0.165
H (1.229, 1.286, 1.176)  -0.160

Forces on atoms 1 to 2 (eV/Å):
C -0.234 -2.085 0.955
C 1.780 -0.625 0.007

SMILES string ... CC=[SiH2].C=N
Kohn-Sham gap (alpha / beta) ... 8.6 / 8.6 eV
Multiplicity ... 1
E_HOMO (alpha / beta) ... -8.08 / -8.08 eV
Total energy ... -12621.0354 eV

# 2
This record from OMol25 describes a molecular structure, C16H26B2MnN6O2. The level of theory is wB97M-V/def2-TZVPD.

Each line ends with the natural charge from an NBO analysis.
Element x y z (Å)
H (-0.112, 2.847, -0.217)  0.225
N (-0.503, 1.427, -1.744)  -0.431
B (-0.854, 0.218, -3.971)  0.551
N (-0.499, 1.489, -3.131)  -0.302
C (-0.141, 2.727, -3.512)  0.014
Mn (-0.946, -0.287, -0.826)  1.390
H (-0.070, 2.964, -4.560)  0.225
C (0.076, 3.497, -2.370)  -0.354
H (0.375, 4.527, -2.329)  0.230
C (-0.165, 2.654, -1.279)  -0.006
H (-0.768, 0.415, -5.145)  -0.030
C (-1.460, -1.564, 0.585)  -1.275
H (-1.864, -1.142, 1.514)  0.208
H (-0.596, -2.220, 0.776)  0.197
H (-2.261, -2.114, 0.051)  0.207
N (-2.316, -0.175, -3.570)  -0.324
N (0.126, -0.903, -3.490)  -0.314
N (-2.597, -0.401, -2.233)  -0.403
N (0.194, -1.201, -2.137)  -0.433
C (-3.460, -0.272, -4.284)  0.003
C (1.065, -1.619, -4.136)  0.015
H (-3.452, -0.121, -5.351)  0.221
H (1.178, -1.518, -5.203)  0.224
C (-4.500, -0.576, -3.403)  -0.355
C (1.748, -2.409, -3.209)  -0.353
C (-3.914, -0.651, -2.128)  -0.013
C (1.171, -2.126, -1.958)  -0.005
H (-5.533, -0.720, -3.642)  0.228
H (2.554, -3.090, -3.394)  0.230
H (-4.382, -0.866, -1.180)  0.224
H (1.396, -2.506, -0.973)  0.227
H (-1.094, 0.764, 1.135)  -0.101
C (0.616, -0.445, 5.141)  -0.625
C (0.788, 0.442, 3.924)  0.234
C (1.082, 1.880, 4.372)  -0.637
O (-0.488, 0.450, 3.257)  -0.714
B (-0.178, 0.551, 1.909)  0.946
O (1.167, 0.400, 1.582)  -0.731
C (1.797, -0.059, 2.799)  0.247
C (3.197, 0.519, 2.866)  -0.626
C (1.917, -1.583, 2.754)  -0.643
H (-0.259, -0.097, 5.704)  0.228
H (1.493, -0.381, 5.794)  0.208
H (0.455, -1.492, 4.855)  0.223
H (0.189, 2.290, 4.858)  0.226
H (1.901, 1.909, 5.101)  0.213
H (1.334, 2.539, 3.528)  0.214
H (3.671, 0.254, 3.818)  0.213
H (3.824, 0.096, 2.071)  0.222
H (3.203, 1.610, 2.771)  0.220
H (0.948, -2.083, 2.617)  0.230
H (2.568, -1.882, 1.921)  0.217
H (2.381, -1.964, 3.674)  0.216

Forces on atoms 1 to 2 (eV/Å):
H -0.002 -0.074 -0.136
N 0.471 2.533 -1.006

Kohn-Sham gap (alpha / beta) ... 7.2 / 8.8 eV
Multiplicity ... 6
E_HOMO (alpha / beta) ... -6.49 / -8.07 eV
Total energy ... -62726.1069 eV
Expectation value of S² ... 8.764

# 3
This record from OMol25 describes C5H9NO2 in the gas phase. The level of theory is wB97M-V/def2-TZVPD.

Each line ends with the natural charge from an NBO analysis.
Element x y z (Å)
C (1.928, -0.676, 0.326)  0.110
C (0.744, 0.163, 0.868)  -0.133
C (-1.248, 0.723, -0.312)  -0.266
C (-1.626, -0.676, -0.140)  -0.098
C (0.661, -0.796, -0.243)  0.036
H (2.047, 0.904, -1.058)  0.482
H (2.301, -1.569, 0.822)  0.234
H (0.592, -0.300, 1.849)  0.184
H (-0.190, 2.039, 0.932)  0.366
H (-1.291, 0.827, -1.514)  0.164
H (-2.092, 1.283, 0.156)  0.223
H (-2.369, -0.645, 0.831)  0.185
H (-2.378, -0.673, -1.118)  0.202
H (0.647, -0.295, -1.095)  0.171
N (-0.007, 1.162, 0.279)  -0.634
O (2.713, 0.172, -0.581)  -0.724
O (-0.433, -1.643, -0.002)  -0.501

Forces on atoms 1 to 2 (eV/Å):
C 1.836 3.198 -1.818
C 1.114 -2.182 1.459

SMILES string ... O[C@H]1[C@H]2NCCO[C@H]12
Kohn-Sham gap ... 9.0 eV
Multiplicity ... 1
E_HOMO ... -8.30 eV
Total energy ... -10908.8130 eV

# 4
This record from OMol25 describes 7 unconnected molecules or ions with the total composition C13H40O7. The level of theory is wB97M-V/def2-TZVPD.

Each line ends with the natural charge from an NBO analysis.
Element x y z (Å)
C (3.212, 1.625, -2.249)  -0.250
O (2.524, 1.140, -1.140)  -0.736
H (3.981, 2.343, -1.962)  0.167
H (3.561, 0.846, -2.926)  0.177
H (2.541, 2.210, -2.877)  0.172
H (2.981, 0.341, -0.866)  0.481
C (-0.901, -3.178, -0.522)  -0.640
C (-1.840, -4.362, -0.651)  0.098
C (-2.903, -4.398, -1.800)  -0.640
O (-1.093, -5.547, -0.847)  -0.730
H (-0.475, -2.909, -1.488)  0.206
H (-0.028, -3.358, 0.105)  0.240
H (-1.355, -2.237, -0.213)  0.224
H (-2.222, -4.484, 0.362)  0.146
H (-3.778, -3.941, -1.339)  0.205
H (-3.204, -5.330, -2.277)  0.218
H (-2.612, -3.763, -2.637)  0.214
H (-1.631, -6.246, -0.467)  0.460
C (2.642, 0.560, 2.387)  -0.628
C (1.566, 1.507, 3.002)  0.106
C (1.198, 2.791, 2.246)  -0.647
O (0.351, 0.758, 3.123)  -0.748
H (2.185, 0.080, 1.522)  0.200
H (3.107, -0.196, 3.020)  0.227
H (3.531, 1.133, 2.122)  0.213
H (1.996, 1.764, 3.970)  0.157
H (0.439, 3.458, 2.656)  0.217
H (0.878, 2.563, 1.230)  0.217
H (2.107, 3.393, 2.217)  0.213
H (-0.350, 1.401, 3.255)  0.478
C (0.190, 4.860, -4.374)  -0.637
C (-0.284, 3.732, -3.436)  0.094
C (-0.217, 4.105, -1.958)  -0.654
O (-1.622, 3.488, -3.726)  -0.720
H (1.073, 5.395, -4.026)  0.219
H (-0.583, 5.619, -4.492)  0.196
H (0.370, 4.438, -5.363)  0.216
H (0.350, 2.857, -3.584)  0.169
H (-1.090, 4.476, -1.421)  0.234
H (0.658, 4.719, -1.745)  0.204
H (0.057, 3.236, -1.359)  0.209
H (-1.884, 4.218, -4.292)  0.476
C (-0.311, -4.319, 2.807)  -0.646
C (-0.889, -2.885, 2.761)  0.110
C (-1.114, -2.301, 4.234)  -0.631
O (0.086, -2.081, 2.090)  -0.761
H (-0.702, -4.972, 2.026)  0.217
H (-0.439, -4.718, 3.814)  0.208
H (0.778, -4.297, 2.850)  0.225
H (-1.888, -2.887, 2.326)  0.157
H (-1.835, -2.869, 4.822)  0.209
H (-1.443, -1.270, 4.107)  0.205
H (-0.149, -2.346, 4.739)  0.204
H (0.071, -1.177, 2.413)  0.495
O (-0.082, 0.455, -0.592)  -0.968
H (0.178, -0.119, 0.128)  0.481
H (0.655, 1.056, -0.698)  0.488
O (-2.463, 1.768, -1.532)  -0.972
H (-2.265, 2.480, -2.140)  0.474
H (-1.612, 1.379, -1.333)  0.484

Forces on atoms 1 to 2 (eV/Å):
C -0.047 1.050 -1.251
O -0.031 -0.372 0.495

SMILES string ... CC(C)O.CC(C)O.CC(C)O.CC(C)O.CO.O.O
Kohn-Sham gap ... 10.1 eV
Multiplicity ... 1
E_HOMO ... -9.52 eV
Total energy ... -28460.1234 eV